# 1
{"formula": "C16H37MnN6OSi4", "method": "ωB97M-V/def2-TZVPD", "energy_ha": -3344.44028, "multiplicity": 6, "homo_energy_ev": [-9.946, -10.213], "total_charge": 1, "s_squared": 8.759, "e_above_lowest_kj_mol": 38.1, "elements": ["Mn", "O", "C", "C", "C", "C", "C", "C", "N", "H", "H", "H", "H", "H", "H", "H", "N", "N", "N", "C", "N", "N", "H", "H", "H", "C", "Si", "C", "C", "Si", "Si", "C", "C", "C", "Si", "C", "C", "C", "H", "H", "H", "H", "H", "H", "H", "H", "H", "H", "H", "H", "H", "H", "H", "H", "H", "H", "H", "H", "H", "H", "H", "H", "H", "H", "H"], "positions_angstrom": [[0.8724, -0.9450, 0.3045], [-0.4372, -2.7023, 0.7179], [-0.2454, -3.7007, -0.2786], [1.2338, -3.8936, -0.4235], [1.7575, -5.1103, -0.8256], [3.1285, -5.2365, -0.9584], [3.9323, -4.1439, -0.6685], [3.3303, -2.9687, -0.2669], [2.0035, -2.8344, -0.1497], [-1.3615, -2.4113, 0.7130], [-0.6694, -3.3703, -1.2326], [-0.7225, -4.6363, 0.0135], [1.0948, -5.9432, -1.0188], [3.5648, -6.1757, -1.2710], [5.0083, -4.1948, -0.7498], [3.9236, -2.0954, -0.0371], [4.0301, 0.2910, 3.5836], [3.7717, 0.5230, 2.2452], [4.4001, 1.4302, 1.5434], [3.8870, 1.2417, 0.3310], [2.9938, 0.2496, 0.3261], [2.9438, -0.2072, 1.5648], [4.6400, 1.0405, 3.8933], [3.1495, 0.3183, 4.0883], [4.1600, 1.8244, -0.5315], [-1.0131, 2.3035, -3.5142], [-0.3635, 2.5319, -1.7700], [1.4898, 2.8432, -1.8835], [-1.1791, 4.0291, -0.9854], [-0.8018, 0.5897, -0.5385], [-0.8195, 1.2450, 1.7329], [-2.3249, 2.2379, 2.2545], [0.6974, 2.3496, 2.0244], [-0.6525, -0.1962, 2.9709], [-2.9352, -0.2340, -0.9938], [-3.4292, -1.5518, 0.2893], [-3.0101, -1.0453, -2.6840], [-4.2002, 1.1485, -0.9217], [-0.8262, 3.1957, -4.1164], [-2.0896, 2.1161, -3.5240], [-0.5258, 1.4571, -4.0037], [1.6827, 3.6946, -2.5419], [2.0051, 1.9735, -2.2982], [1.9259, 3.0772, -0.9090], [-0.9514, 4.9188, -1.5796], [-0.8271, 4.2075, 0.0313], [-2.2649, 3.9221, -0.9514], [-2.4812, 3.0474, 1.5398], [-2.1780, 2.6803, 3.2436], [-3.2373, 1.6423, 2.2835], [1.0539, 2.8357, 1.1151], [1.5362, 1.8010, 2.4629], [0.4311, 3.1383, 2.7329], [-1.6397, -0.4435, 3.3716], [-0.0452, 0.1269, 3.8214], [-0.2382, -1.1515, 2.6320], [-2.9106, -1.4573, 1.2487], [-3.2896, -2.5696, -0.0984], [-4.4948, -1.4723, 0.5155], [-2.2724, -1.8461, -2.7790], [-2.8019, -0.3208, -3.4741], [-3.9984, -1.4724, -2.8711], [-4.1998, 1.6571, 0.0430], [-5.2012, 0.7433, -1.0948], [-4.0094, 1.8983, -1.6931]]}


# 2
{"formula": "C16H38BFIO7S4", "method": "ωB97M-V/def2-TZVPD", "energy_ha": -3174.12671, "homo_energy_ev": -4.803, "total_charge": -1, "elements": ["O", "C", "O", "C", "C", "B", "C", "C", "C", "F", "C", "C", "O", "I", "H", "H", "H", "H", "H", "H", "H", "H", "H", "H", "H", "H", "H", "H", "C", "S", "O", "C", "H", "H", "H", "H", "H", "H", "C", "S", "O", "C", "H", "H", "H", "H", "H", "H", "C", "S", "O", "C", "H", "H", "H", "H", "H", "H", "C", "S", "O", "C", "H", "H", "H", "H", "H", "H"], "positions_angstrom": [[-3.8447, 2.4911, 4.9699], [-3.8036, 2.8265, 3.7562], [-4.4002, 2.0723, 2.7184], [-4.9486, 2.9830, 1.7108], [-4.3888, 2.7535, 0.2238], [-2.9937, 1.8963, 0.1206], [-2.6420, 1.3635, -1.4100], [-3.7552, 0.4012, -2.0486], [-3.9995, -0.9649, -1.2614], [-5.3888, -1.3920, -1.5277], [-1.6698, 2.6322, 0.7631], [-1.4511, 4.1486, 0.3253], [-1.9631, 4.7265, -0.6419], [-0.0305, 5.3055, 1.5887], [-3.2193, 3.7836, 3.5159], [-4.7352, 4.0503, 2.0511], [-6.0896, 2.8212, 1.6868], [-4.3719, 3.7666, -0.3119], [-5.1911, 2.1290, -0.3297], [-3.1637, 0.8930, 0.7700], [-1.6079, 0.8641, -1.3775], [-2.5334, 2.2722, -2.1187], [-3.3689, 0.1079, -3.0964], [-4.7663, 0.9085, -2.2350], [-3.9168, -0.8920, -0.1300], [-3.3351, -1.8132, -1.6244], [-0.7346, 2.0430, 0.4366], [-1.7178, 2.5944, 1.9100], [-3.3963, -2.9220, -6.0199], [-4.1628, -1.2961, -6.1957], [-3.6214, -0.4281, -5.1115], [-5.8179, -1.8167, -5.6943], [-2.3340, -2.8291, -6.2489], [-3.5161, -3.2813, -4.9960], [-3.8577, -3.6206, -6.7204], [-5.7851, -2.2453, -4.6907], [-6.1998, -2.5518, -6.4056], [-6.4694, -0.9423, -5.6934], [1.4517, -2.0291, -1.0531], [0.2781, -2.7256, -2.2339], [-0.9441, -1.8694, -2.2094], [-0.0833, -4.2140, -1.2762], [1.7877, -1.0619, -1.4298], [0.9686, -1.8921, -0.0841], [2.3094, -2.6960, -0.9538], [-0.4702, -3.9391, -0.2933], [0.8260, -4.8086, -1.1698], [-0.8348, -4.7954, -1.8119], [6.2110, -1.7575, 1.8507], [4.6516, -1.4653, 0.9892], [4.0995, -2.7988, 0.5991], [5.3900, -0.7318, -0.4864], [5.9951, -2.2519, 2.7985], [6.8563, -2.3987, 1.2469], [6.7048, -0.8041, 2.0452], [6.0866, -1.4369, -0.9439], [5.9103, 0.1880, -0.2140], [4.5924, -0.5000, -1.1931], [8.4190, 2.1715, 5.0013], [7.4711, 0.6896, 4.5944], [6.0905, 1.1254, 4.2318], [7.4104, 0.0414, 6.2788], [8.5478, 2.7593, 4.0918], [7.8818, 2.7651, 5.7433], [9.3983, 1.8835, 5.3875], [6.9365, 0.7686, 6.9403], [8.4235, -0.1755, 6.6224], [6.8258, -0.8791, 6.2739]]}


# 3
{"formula": "C16H38Br6N2O6V", "method": "ωB97M-V/def2-TZVPD", "energy_ha": -17581.37695, "homo_energy_ev": -1.701, "total_charge": -1, "elements": ["O", "V", "O", "O", "C", "C", "O", "H", "H", "H", "H", "Br", "C", "C", "Br", "H", "H", "H", "H", "Br", "C", "C", "Br", "H", "H", "H", "H", "Br", "C", "C", "Br", "H", "H", "H", "H", "C", "C", "C", "O", "C", "N", "H", "H", "H", "H", "H", "H", "H", "H", "H", "H", "H", "C", "C", "C", "O", "C", "N", "H", "H", "H", "H", "H", "H", "H", "H", "H", "H", "H"], "positions_angstrom": [[0.9413, -0.0361, 0.1110], [-0.6008, -0.0348, -0.1402], [-0.8891, -0.2380, -1.7323], [-3.1056, -4.5054, 1.2142], [-3.3546, -3.5978, 0.1939], [-2.0741, -2.8932, -0.4216], [-1.2225, -2.1581, 0.4305], [-4.0043, -2.7970, 0.5471], [-4.0324, -4.0405, -0.5360], [-2.3729, -2.1983, -1.2064], [-1.5420, -3.6711, -0.9692], [4.0590, 2.8815, 2.5568], [4.2645, 1.3360, 1.3527], [5.5619, 1.6226, 0.5454], [5.1786, 3.0730, -0.7143], [3.3297, 1.1626, 0.8197], [4.6607, 0.5152, 1.9505], [5.7710, 0.7468, -0.0689], [6.4172, 1.9146, 1.1547], [4.2368, -1.7019, -0.8426], [3.2700, -3.1014, -1.8425], [1.7987, -3.1361, -1.4998], [0.9912, -4.5028, -2.6474], [3.7796, -4.0300, -1.5854], [3.3819, -2.9983, -2.9218], [1.2516, -2.1943, -1.5418], [1.6826, -3.4500, -0.4625], [0.9469, -1.7117, -4.9383], [-0.9690, -2.0073, -4.7667], [-1.3240, -2.8033, -6.0069], [-3.2901, -2.8970, -6.2243], [-1.4232, -1.0236, -4.8860], [-1.1125, -2.4038, -3.7616], [-0.8984, -3.8062, -5.9719], [-1.0269, -2.3020, -6.9280], [-0.1381, 2.4007, 3.8954], [0.2790, 1.3973, 2.7787], [1.0359, 0.1668, 3.3604], [0.0916, -0.4158, 4.3238], [0.6739, -1.3997, 5.1377], [-0.8546, 1.0180, 1.8851], [-0.4633, 1.9178, 4.8168], [-1.0257, 2.9626, 3.6046], [0.5544, 3.1988, 4.1632], [1.0075, 1.8641, 2.1158], [1.9772, 0.4524, 3.8300], [1.2738, -0.5035, 2.5344], [-0.1196, -1.7899, 5.7751], [1.3628, -0.9134, 5.8283], [1.2947, -2.1485, 4.6460], [-1.5708, 0.6245, 2.4787], [-1.3284, 1.8549, 1.5766], [-3.9387, 2.8950, -0.8695], [-2.6362, 2.1877, -1.0963], [-1.4836, 3.1134, -0.6671], [-0.2647, 2.4218, -0.5932], [0.8449, 3.3114, -0.4604], [-2.7896, 1.0331, -0.2143], [-4.2219, 3.2363, 0.1262], [-4.7630, 2.3455, -1.3242], [-4.0020, 3.7827, -1.4989], [-2.4736, 1.8394, -2.1163], [-1.6675, 3.4906, 0.3389], [-1.5197, 3.9606, -1.3519], [1.7974, 2.8003, -0.6007], [0.8535, 3.8917, 0.4622], [0.7369, 4.1109, -1.1933], [-3.2282, 1.3596, 0.6349], [-3.5759, 0.5204, -0.5871]]}